Molecular formula: C2H4N2O2S
Method: DFT, ωB97M-V with the def2-TZVPD basis set

```
11
Properties=species:S:1:pos:R:3:forces:R:3
O 2.30458 -0.57200 -0.25027 -1.042 -0.605 1.756
C 1.18461 -0.24006 0.17336 1.809 -2.576 -3.369
N 0.99035 1.10303 0.11536 -1.315 1.425 -0.115
O -0.34497 1.54354 -0.44422 2.943 -0.513 2.602
C -1.17455 0.89102 0.52831 0.051 -0.824 -2.418
S -1.47045 -0.77945 -0.29896 1.780 0.765 2.632
N 0.18063 -1.21103 0.50955 -0.667 -1.683 -2.539
H 1.86274 1.48115 -0.29070 -1.322 0.271 -0.347
H -2.01075 1.51220 0.54032 -1.825 0.519 0.400
H -0.65929 0.75732 1.48469 -0.509 0.022 -0.237
H 0.40042 -2.20156 0.02042 0.096 3.199 1.636
```
Positions in Å, forces in eV/Å.

As for the HOMO energy: -9.1 eV. The value obtained for the strongest force on any atom is 4.6 eV/A. The net charge is 0. As for the gap between HOMO and LUMO: 8.95 eV. For the LUMO energy, the calculation gives -0.20 eV. The structure (SMILES) is O=C1NOCSN1. The calculation puts the energy above the lowest of the compared OMol25 structures with the same formula, charge and spin at 3.967 eV.

---

Molecular formula: C11H14N
Method: DFT, ωB97M-V with the def2-TZVPD basis set

```
26
Properties=species:S:1:pos:R:3:forces:R:3
C 3.80709 0.48098 -0.12916 0.775 1.689 -1.094
C 2.49073 -0.02534 -0.12487 -2.060 -2.665 -0.530
C 1.86119 -1.03557 0.50610 0.271 2.673 -1.027
N 0.59916 -0.84457 -0.30053 -0.296 0.664 0.863
C -0.68154 -0.39372 0.31063 -3.447 -1.620 -1.438
C -0.78067 0.80769 1.24925 2.224 1.154 -3.016
C -2.10289 1.46704 0.83304 1.775 1.576 3.334
C -2.83582 0.72965 0.08608 -0.300 -2.259 -1.969
C -3.30985 0.13088 -1.17136 -0.393 0.369 0.136
C -2.13930 -0.48387 -0.44146 2.736 0.718 1.134
C -1.76264 -1.54094 0.53854 2.276 -0.135 -4.706
C 1.31669 0.24236 -1.10785 0.486 1.959 5.349
H 3.98572 0.91890 -1.08726 0.018 0.944 -0.642
H 4.62079 -0.15479 -0.09156 1.238 -2.128 0.662
H 3.97098 1.20569 0.61875 0.109 1.118 0.882
H 2.12753 -1.73991 1.26245 -0.494 -0.418 0.355
H 0.48293 -1.72142 -0.74616 -0.801 -0.836 -1.294
H 0.10255 1.55233 1.08288 -1.454 -0.996 -0.069
H -0.48423 0.40108 2.15739 -0.600 -0.177 2.544
H -2.22970 2.46101 1.23159 -0.548 0.212 -0.181
H -4.13643 -0.57851 -1.05284 -0.070 0.571 -0.519
H -3.27680 0.81840 -2.03446 0.062 -0.961 0.190
H -2.41479 -1.54483 1.28911 -1.821 -0.223 3.853
H -1.57694 -2.55567 0.07406 0.134 1.112 0.720
H 0.89878 1.26980 -0.84594 -0.001 -1.502 -0.697
H 1.46744 0.13333 -2.10645 0.183 -0.839 -2.839
```
Positions in Å, forces in eV/Å.

As for the HOMO energy: -12.6 eV. The value obtained for the strongest force on any atom is 5.7 eV/A. The net charge is +1. As for the gap between HOMO and LUMO: 9.94 eV. For the LUMO energy, the calculation gives -2.67 eV. The structure (SMILES) is CC1=C[N@@H+]([C@@]23CC=C4C[C@]42C3)C1. The calculation puts the energy above the lowest of the compared OMol25 structures with the same formula, charge and spin at 7.602 eV.

---

Molecular formula: C4H9N4
Method: DFT, ωB97M-V with the def2-TZVPD basis set

```
17
Properties=species:S:1:pos:R:3:forces:R:3
C 1.25623 -0.35259 0.91133 -2.508 -3.040 -1.463
C -0.05406 0.37440 0.36386 0.262 -2.549 -1.390
N 0.36493 1.93376 0.50679 -1.708 -2.695 0.247
N -1.13152 0.19928 1.28195 0.885 1.788 1.301
N -1.94274 -0.64389 0.90212 -1.236 -0.238 1.306
C -1.72991 -1.18437 -0.32752 2.059 1.567 0.159
C -0.62581 -0.59802 -0.89261 -1.040 1.213 1.312
N 0.00289 -0.83684 -2.02042 1.021 -0.869 -2.874
H 2.06067 0.25081 0.77303 2.681 1.603 -0.753
H 1.50542 -1.44731 0.52918 -0.872 2.530 0.478
H 1.10172 -0.42172 1.94671 -0.145 -0.280 1.630
H 1.16332 2.01454 -0.10931 0.407 0.620 0.209
H 0.62965 1.69605 1.54073 -0.633 2.114 -1.830
H -0.41420 2.63832 0.25441 1.471 -1.390 1.125
H -2.47854 -1.87489 -0.53035 -0.604 -1.318 -1.440
H -0.26494 -1.66025 -2.66193 0.521 1.954 1.609
H 0.55688 -0.08728 -2.46796 -0.559 -1.011 0.374
```
Positions in Å, forces in eV/Å.

As for the HOMO energy: -12.7 eV. The value obtained for the strongest force on any atom is 4.2 eV/A. The net charge is +1. As for the gap between HOMO and LUMO: 8.55 eV. For the LUMO energy, the calculation gives -4.14 eV. The structure (SMILES) is C[C@]1([NH3+])N=NC=C1N. The calculation puts the energy above the lowest of the compared OMol25 structures with the same formula, charge and spin at 4.096 eV.

---

Molecular formula: C5H12O2
Method: DFT, ωB97M-V with the def2-TZVPD basis set

```
19
Properties=species:S:1:pos:R:3:forces:R:3
C -2.56532 -0.26159 -0.44575 -0.071 -0.007 -0.046
C -1.27056 -0.86994 0.09013 0.044 -0.032 0.017
C -0.06444 -0.03144 -0.32143 -0.029 -0.050 -0.094
O -0.27195 1.31811 0.15251 -0.065 -0.081 0.160
C 1.29622 -0.59966 0.10706 -0.035 0.080 0.066
C 2.40691 0.45471 0.04490 0.109 -0.372 -0.261
O 2.23450 1.48240 0.99163 -0.091 0.206 -0.027
H -3.44892 -0.80654 -0.10298 0.121 0.027 -0.042
H -2.65772 0.78136 -0.12851 -0.060 -0.187 -0.046
H -2.56293 -0.26509 -1.54172 -0.031 -0.028 0.143
H -1.15376 -1.90543 -0.25231 0.052 0.159 -0.010
H -1.29226 -0.91576 1.19092 0.003 0.002 -0.151
H -0.05659 0.07873 -1.41370 -0.019 0.017 0.123
H -0.60580 1.26327 1.06048 0.049 -0.015 -0.172
H 1.56089 -1.42303 -0.57207 -0.129 0.105 0.116
H 1.25053 -1.02192 1.12029 -0.040 0.150 -0.088
H 2.44974 0.86324 -0.97986 0.029 -0.031 0.155
H 3.37658 -0.01008 0.25051 -0.139 0.034 -0.041
H 1.37486 1.86867 0.74991 0.303 0.023 0.199
```
Positions in Å, forces in eV/Å.

As for the HOMO energy: -9.9 eV. The value obtained for the strongest force on any atom is 0.5 eV/A. The net charge is 0. As for the gap between HOMO and LUMO: 10.78 eV. For the LUMO energy, the calculation gives 0.92 eV. The structure (SMILES) is CC[C@@H](O)CCO. The calculation puts the energy above the lowest of the compared OMol25 structures with the same formula, charge and spin at 0.752 eV.